279
Properties=species:S:1:pos:R:3:forces:R:3 method="wB97M-V/def2-TZVPD" e_tot_ha=-8738.70715 molar_mass_g_mol=1874.68 spin_multiplicity=2 charge=+4 orbital_gap_ev="2.539 / 7.768"
C 18.548 -12.012 -2.400 0.57 0.36 -0.15
C 17.552 -12.909 -3.127 -2.41 0.93 -0.74
C 16.332 -12.029 -3.840 1.98 -1.30 0.03
N 15.115 -12.808 -4.339 -2.02 1.88 -0.04
C 15.367 -13.885 -5.434 0.45 0.27 1.42
C 13.985 -11.846 -4.758 -0.80 0.69 -0.31
C 12.622 -12.569 -4.642 2.54 -0.61 -0.69
C 12.859 -13.392 -3.355 -0.14 -0.53 -0.12
C 14.392 -13.393 -3.088 0.49 0.13 -1.19
H 19.056 -12.594 -1.631 0.15 -0.13 -0.06
H 18.168 -11.134 -1.878 -0.75 -0.18 -0.04
H 19.319 -11.547 -3.015 0.07 -0.39 -0.40
H 17.077 -13.565 -2.398 -0.14 -0.01 0.25
H 17.997 -13.605 -3.839 0.28 0.38 -0.17
H 16.741 -11.518 -4.711 -0.01 0.07 -0.01
H 16.007 -11.302 -3.095 -0.28 -0.15 -0.26
H 14.561 -14.615 -5.356 0.15 0.02 0.03
H 16.349 -14.282 -5.177 -0.24 -0.42 0.06
H 15.457 -13.558 -6.469 -0.40 0.85 0.36
H 14.040 -11.370 -5.737 0.90 -0.37 -0.16
H 13.870 -11.038 -4.035 0.92 -0.12 0.10
H 12.562 -13.204 -5.526 -0.59 -0.10 0.14
H 11.927 -11.731 -4.694 -0.42 -0.55 0.61
H 12.512 -14.425 -3.389 -0.36 0.08 -0.34
H 12.356 -12.889 -2.530 0.19 -0.14 0.19
H 15.040 -14.267 -3.034 -1.09 -0.72 1.14
H 14.471 -12.711 -2.241 1.02 0.01 -0.16
C 9.077 -12.141 -3.191 0.43 -2.09 1.78
C 8.929 -11.065 -4.163 -0.94 2.09 -2.05
C 9.173 -11.510 -5.591 0.40 -0.87 -1.61
N 8.987 -10.489 -6.743 2.06 0.85 -0.29
C 9.986 -9.281 -6.421 -1.72 -0.10 -0.41
C 7.614 -9.950 -6.990 -1.19 -1.78 -0.26
C 7.088 -10.682 -8.367 0.16 0.86 1.56
C 8.093 -11.846 -8.703 0.58 3.47 1.21
C 9.370 -11.106 -8.159 0.05 -0.86 0.80
H 8.521 -13.054 -3.404 0.23 -0.25 -1.17
H 8.611 -12.032 -2.212 0.35 1.28 0.18
H 10.123 -12.398 -3.024 0.01 -0.18 0.06
H 9.588 -10.201 -4.085 0.03 -0.05 1.11
H 7.905 -10.695 -4.099 -0.11 0.27 -0.05
H 8.650 -12.437 -5.824 -0.52 0.21 -0.27
H 10.210 -11.776 -5.796 0.14 -0.13 0.52
H 9.401 -8.544 -5.872 0.07 -0.32 0.47
H 10.204 -8.733 -7.338 0.25 -0.57 -0.19
H 10.875 -9.544 -5.848 -0.18 -0.42 -0.31
H 7.627 -8.863 -6.916 -0.03 -0.13 -0.76
H 7.019 -10.270 -6.135 -0.19 -0.06 -0.10
H 7.101 -9.887 -9.112 0.28 -0.32 -0.32
H 6.039 -10.972 -8.298 0.13 -0.12 0.32
H 8.099 -11.886 -9.792 0.32 -0.70 0.20
H 7.963 -12.776 -8.149 -0.27 0.02 -0.42
H 9.698 -10.226 -8.712 -0.40 -0.23 -0.33
H 10.228 -11.769 -8.046 0.05 0.07 0.24
C 18.921 -4.056 -4.050 -1.36 2.04 -1.02
C 19.084 -5.424 -4.543 -0.84 -3.78 0.14
C 18.249 -5.871 -5.828 1.17 0.07 -0.33
N 17.954 -7.452 -6.029 0.76 1.37 -1.53
C 19.325 -8.219 -6.109 -1.11 -0.97 1.65
C 17.138 -7.695 -7.364 -1.38 -1.21 0.99
C 15.635 -7.880 -6.932 1.35 1.27 0.43
C 15.684 -8.440 -5.509 -0.42 -0.39 -0.74
C 17.008 -8.008 -4.932 1.81 0.28 0.32
H 17.885 -3.800 -3.826 -0.30 -0.33 0.12
H 19.104 -3.444 -4.933 0.56 0.80 0.38
H 19.464 -3.727 -3.164 0.52 -0.43 -0.40
H 18.752 -6.123 -3.775 0.07 -0.15 0.41
H 20.134 -5.694 -4.660 0.01 0.12 -0.38
H 18.869 -5.585 -6.677 0.03 -0.49 -0.28
H 17.339 -5.303 -6.023 -0.42 -0.40 0.61
H 19.047 -9.245 -5.868 -0.17 -0.25 -0.96
H 19.968 -8.075 -5.240 -0.12 1.23 0.08
H 19.940 -8.176 -7.008 -0.80 0.51 -0.21
H 17.436 -8.671 -7.747 0.58 0.19 0.02
H 17.142 -6.953 -8.163 0.95 0.31 0.51
H 15.141 -8.532 -7.653 -0.14 0.28 0.12
H 15.220 -6.873 -6.889 -0.49 -0.12 -0.33
H 15.583 -9.518 -5.628 0.54 -0.18 0.33
H 14.848 -8.165 -4.866 0.03 0.37 -0.13
H 17.529 -8.855 -4.485 0.09 0.11 0.11
H 17.028 -7.195 -4.205 -0.66 -0.25 0.13
C 7.160 -16.032 -2.549 -1.11 -0.15 -0.15
C 8.186 -15.416 -1.583 0.78 0.05 0.25
C 8.373 -16.166 -0.243 -0.09 -1.62 0.35
N 9.628 -15.850 0.620 1.83 1.29 -1.31
C 10.801 -15.966 -0.431 -0.01 -0.83 1.84
C 10.020 -16.791 1.816 -1.14 0.21 -0.75
C 10.601 -15.953 2.979 -1.26 -0.51 -0.40
C 10.564 -14.541 2.455 1.66 1.40 -0.50
C 9.569 -14.473 1.315 -0.74 -1.22 0.09
H 6.120 -16.031 -2.222 0.05 0.24 0.60
H 7.295 -17.068 -2.859 0.72 -0.19 0.48
H 7.082 -15.537 -3.517 0.55 0.53 0.15
H 8.037 -14.358 -1.367 -0.51 0.04 -0.18
H 9.139 -15.440 -2.112 0.01 -0.07 -0.07
H 8.499 -17.221 -0.489 0.30 -0.17 -0.12
H 7.482 -16.233 0.382 0.04 0.82 0.27
H 10.897 -15.175 -1.174 -0.51 -0.14 0.24
H 10.657 -16.983 -0.796 -0.22 0.38 -0.77
H 11.753 -16.090 0.085 -0.04 0.64 0.40
H 10.697 -17.535 1.397 -0.45 -0.23 0.26
H 9.044 -17.136 2.156 0.27 -0.80 -0.27
H 11.544 -16.337 3.367 0.07 0.29 -0.33
H 9.866 -16.055 3.778 0.20 0.03 0.19
H 11.548 -14.247 2.089 0.20 -0.10 -0.22
H 10.375 -13.784 3.215 -0.41 -0.14 0.00
H 9.657 -13.696 0.556 0.10 0.07 0.37
H 8.591 -14.488 1.798 -0.33 0.33 -0.42
C 16.603 -16.519 -7.688 0.36 -1.84 0.92
C 15.915 -16.307 -8.982 -0.66 0.82 0.13
C 17.055 -16.361 -9.974 -0.84 0.40 -2.92
N 16.606 -16.112 -11.502 -0.08 -0.84 -0.68
C 16.251 -14.695 -11.694 0.05 -0.16 0.11
C 15.323 -16.975 -11.963 0.63 -0.16 2.90
C 15.515 -17.539 -13.329 -0.90 -1.00 0.72
C 16.964 -17.317 -13.635 -0.06 2.25 -3.57
C 17.681 -16.564 -12.569 -0.56 -2.00 2.81
H 17.508 -15.913 -7.652 -0.05 -0.05 0.46
H 16.832 -17.583 -7.740 0.79 -0.13 0.79
H 15.957 -16.389 -6.820 0.07 0.28 -0.04
H 15.440 -15.351 -8.761 0.02 0.57 -1.47
H 15.087 -17.004 -9.114 0.26 -0.21 -0.27
H 17.607 -17.289 -10.114 -0.41 -0.34 0.80
H 17.787 -15.601 -9.701 -0.08 0.27 -0.47
H 15.885 -14.672 -12.721 -0.22 0.74 0.17
H 17.126 -14.064 -11.538 -0.07 0.00 -0.11
H 15.514 -14.475 -10.923 -0.16 0.42 -0.47
H 14.389 -16.477 -11.702 0.31 0.71 -0.43
H 15.280 -17.823 -11.279 0.49 0.05 0.28
H 14.805 -17.118 -14.040 0.42 0.11 -0.16
H 15.245 -18.589 -13.214 0.08 -0.08 -0.38
H 16.832 -16.627 -14.468 0.65 0.08 -0.47
H 17.608 -18.088 -14.060 -0.46 -0.41 0.39
H 18.453 -15.843 -12.841 -0.55 0.26 0.18
H 18.120 -17.435 -12.084 0.89 0.60 0.73
C 13.489 -22.595 -1.186 1.12 -1.33 1.40
C 12.632 -22.125 -2.280 -1.38 0.26 -0.87
C 13.113 -20.788 -2.701 -1.46 1.45 -1.58
N 12.438 -20.234 -4.027 0.67 0.26 -0.96
C 12.533 -21.296 -5.206 0.38 2.54 1.13
C 13.148 -18.847 -4.296 0.53 0.43 -1.10
C 12.372 -17.720 -3.610 0.11 -0.86 0.14
C 11.165 -18.474 -3.096 -2.15 0.28 -0.06
C 10.976 -19.756 -3.880 1.65 -0.54 0.92
H 13.083 -23.566 -0.901 0.30 0.10 0.67
H 13.595 -21.909 -0.346 -0.89 0.03 0.25
H 14.553 -22.738 -1.375 -0.01 -0.27 -0.94
H 11.601 -22.070 -1.930 -0.12 0.36 0.40
H 12.474 -22.839 -3.088 0.90 -0.11 -0.17
H 14.193 -20.741 -2.840 -0.12 0.00 -0.29
H 12.807 -20.026 -1.985 0.43 -0.12 0.25
H 13.610 -21.460 -5.231 -0.30 -0.68 -0.50
H 12.163 -20.736 -6.065 0.33 -0.16 -0.15
H 11.874 -22.152 -5.063 0.39 0.10 0.45
H 13.146 -18.569 -5.350 -0.37 -0.90 -0.31
H 14.202 -18.733 -4.041 0.08 -1.19 0.40
H 12.173 -16.934 -4.338 -0.42 -0.16 0.05
H 12.925 -17.254 -2.795 0.14 -0.18 0.12
H 10.245 -17.940 -3.332 -0.10 0.47 0.72
H 11.235 -18.730 -2.039 -0.10 0.33 0.05
H 10.495 -19.554 -4.837 0.52 -0.28 -0.25
H 10.450 -20.557 -3.362 -0.19 0.21 0.02
C 19.204 -16.896 -3.878 -0.56 1.52 -1.87
C 20.208 -17.205 -2.863 1.16 0.23 0.54
C 19.894 -18.572 -2.389 -0.11 0.00 3.14
N 20.689 -18.998 -1.064 1.95 -0.91 -1.22
C 20.046 -18.540 0.310 -0.08 -0.92 -3.11
C 22.161 -18.475 -1.090 0.42 -0.90 1.02
C 23.016 -19.562 -0.212 -1.46 1.70 -0.90
C 22.099 -20.778 -0.151 -0.43 -1.03 -0.36
C 20.886 -20.556 -1.076 -1.99 2.15 0.73
H 18.342 -16.423 -3.408 -0.45 -0.42 -0.18
H 18.950 -17.714 -4.552 -0.20 0.00 0.11
H 19.674 -16.117 -4.478 -0.41 0.13 -0.47
H 20.087 -16.396 -2.143 0.23 -0.33 0.74
H 21.208 -17.085 -3.281 0.09 -0.36 0.06
H 19.935 -19.301 -3.198 0.60 -0.24 0.41
H 18.877 -18.562 -1.998 -0.31 -0.10 -0.25
H 19.873 -17.491 0.070 0.27 0.21 1.14
H 20.696 -18.918 1.099 0.02 0.79 -0.01
H 19.080 -19.040 0.370 0.02 0.02 0.04
H 22.145 -17.494 -0.615 0.05 -0.09 0.12
H 22.530 -18.295 -2.100 -0.29 -0.61 -0.04
H 23.045 -19.122 0.785 0.29 -0.09 -0.02
H 24.043 -19.807 -0.481 -0.24 0.44 -0.60
H 21.895 -20.827 0.919 -0.93 -0.70 -0.27
H 22.544 -21.729 -0.445 0.33 0.17 0.13
H 19.861 -20.830 -0.827 0.20 -0.74 1.44
H 20.742 -20.894 -2.103 1.87 0.04 -0.31
C 22.068 -11.368 4.674 0.34 -2.04 0.44
C 22.771 -11.184 3.352 0.07 2.49 -0.92
C 22.020 -11.642 2.142 0.01 -1.03 -1.29
N 22.907 -12.015 0.896 0.38 -1.71 0.91
C 23.845 -10.921 0.452 0.69 0.00 0.93
C 22.031 -12.507 -0.241 -0.91 2.11 1.43
C 22.882 -13.271 -1.150 1.26 -1.16 -1.24
C 23.862 -13.998 -0.210 -0.49 -0.58 0.69
C 23.741 -13.362 1.156 -0.23 2.49 0.36
H 22.374 -12.390 4.900 -0.27 -0.23 0.83
H 20.980 -11.424 4.700 -0.04 0.60 -0.34
H 22.464 -10.744 5.476 -0.16 0.12 -0.28
H 23.710 -11.737 3.329 0.25 0.46 0.35
H 22.884 -10.106 3.242 0.96 0.02 -0.18
H 21.272 -11.002 1.674 0.00 0.41 0.57
H 21.539 -12.540 2.530 -0.26 -0.57 -0.96
H 23.408 -9.935 0.299 -0.60 -0.34 -0.22
H 24.431 -11.222 -0.416 -0.41 -0.11 -0.10
H 24.561 -10.804 1.265 0.02 0.02 0.03
H 21.566 -11.588 -0.599 -0.23 -0.29 -0.53
H 21.293 -13.144 0.246 -0.17 -0.04 -0.09
H 23.402 -12.743 -1.949 -0.20 0.44 0.24
H 22.312 -14.060 -1.642 -0.24 0.29 -0.20
H 24.923 -13.999 -0.460 -0.34 -0.30 -0.57
H 23.421 -14.990 -0.113 0.81 -0.38 -0.05
H 24.719 -13.053 1.524 -0.20 -0.07 0.27
H 23.181 -13.874 1.939 0.09 -0.25 -0.28
C 12.359 -11.894 4.692 1.14 -0.64 0.47
C 13.738 -11.420 4.251 1.00 -0.82 -2.01
C 14.233 -12.017 2.874 -0.08 2.90 -0.78
N 15.598 -11.373 2.429 0.66 -1.15 0.73
C 15.731 -9.890 2.510 0.57 0.45 -0.18
C 15.858 -11.655 0.964 0.49 -0.60 -0.37
C 17.400 -11.993 0.827 -0.73 -0.16 0.58
C 17.941 -12.017 2.303 1.81 1.32 -1.93
C 16.784 -12.141 3.160 -2.32 -0.16 -0.12
H 12.287 -11.423 5.672 -0.86 -0.25 0.00
H 12.383 -12.977 4.808 -0.21 -0.10 0.23
H 11.540 -11.648 4.016 0.23 0.42 0.07
H 14.596 -11.748 4.838 -0.59 0.03 1.18
H 13.699 -10.332 4.306 0.39 0.03 -0.67
H 13.657 -11.693 2.008 -0.78 -0.14 0.34
H 14.344 -13.099 2.808 0.16 0.10 0.41
H 16.623 -9.707 1.912 0.15 0.34 0.28
H 15.876 -9.450 3.496 -0.23 -0.50 0.10
H 14.941 -9.376 1.962 -0.38 -0.34 0.26
H 15.484 -10.858 0.322 0.29 0.41 0.39
H 15.179 -12.460 0.683 0.52 -0.59 0.08
H 18.025 -11.325 0.233 -0.55 0.39 0.11
H 17.441 -12.936 0.283 0.22 -0.35 0.39
H 18.459 -11.077 2.490 -0.08 0.29 -0.09
H 18.739 -12.736 2.489 -0.41 -0.50 -0.05
H 16.891 -11.792 4.187 -0.22 -0.13 -0.12
H 16.472 -13.180 3.052 -0.33 -0.04 0.74
N 21.954 -9.808 -2.463 -6.21 -0.20 3.96
S 23.063 -9.011 -2.986 9.31 5.29 -7.73
O 24.188 -8.774 -2.114 -1.19 0.03 0.47
O 22.784 -7.931 -3.986 -0.30 -2.28 2.91
F 23.727 -10.068 -3.975 -0.61 -0.99 0.13
S 21.259 -8.530 -1.552 -2.40 1.31 3.22
O 20.612 -7.425 -2.289 1.50 -3.06 1.55
O 21.924 -8.249 -0.255 -0.82 -0.54 -3.33
F 20.011 -9.406 -0.930 0.31 -0.02 -1.05
N 13.036 -10.836 -0.932 -3.15 -3.84 3.87
S 13.013 -9.644 -1.788 2.53 8.91 -5.26
O 13.143 -8.391 -1.045 -0.90 -1.61 -0.77
O 12.238 -9.530 -3.035 1.33 -1.38 1.92
F 14.564 -9.827 -2.259 -0.21 -0.26 -0.68
S 11.681 -10.469 -0.019 -3.56 -1.84 2.63
O 10.423 -10.256 -0.742 2.95 -0.09 0.69
O 11.883 -9.808 1.243 0.72 0.01 -1.60
F 11.450 -11.976 0.566 0.45 -0.16 -0.71
N 10.432 -14.391 -7.346 -13.89 1.67 7.30
S 11.624 -14.953 -7.720 13.87 -1.93 -8.93
O 11.561 -15.704 -8.951 0.81 -0.27 1.21
O 12.622 -15.286 -6.751 0.30 -0.98 0.94
F 12.142 -13.493 -8.213 1.05 -0.01 -0.31
S 9.734 -15.718 -6.574 -4.47 0.75 2.25
O 10.091 -15.921 -5.154 0.22 0.22 -2.82
O 9.423 -16.805 -7.456 1.06 0.59 1.10
F 8.257 -15.040 -6.365 1.21 -0.07 -0.29
N 16.166 -11.286 -7.630 -5.78 0.21 -2.34
S 17.464 -11.861 -8.081 5.98 -3.85 -3.17
O 18.475 -10.905 -7.889 1.50 1.51 0.20
O 17.628 -12.785 -9.226 -1.70 2.24 0.57
F 17.853 -12.962 -7.041 -0.39 -0.68 2.52
S 15.198 -11.372 -9.089 -1.51 2.14 -1.23
O 14.678 -12.656 -9.488 1.19 0.92 0.70
O 15.626 -10.398 -10.129 -0.81 -2.52 3.18
F 13.844 -10.713 -8.420 1.51 -0.19 -0.17